{"formula": "C10H9N", "method": "ωB97M-V/def2-TZVPD", "symbols": ["C", "C", "C", "C", "C", "C", "C", "C", "C", "C", "H", "H", "H", "H", "H", "H", "H", "H", "H", "N"], "coordinates": [[-1.690, 2.349, 1.426], [-0.680, 2.692, 0.432], [-0.070, 1.656, -0.139], [-0.217, 0.369, 0.247], [-1.204, 0.016, 1.203], [-1.914, 1.051, 1.776], [0.544, -0.765, -0.360], [0.988, -1.936, 0.204], [1.681, -2.659, -0.900], [1.557, -1.971, -1.991], [-2.023, 3.045, 2.025], [-0.544, 3.775, 0.157], [0.924, 2.014, -0.795], [-1.610, -1.120, 1.559], [-2.751, 0.869, 2.576], [0.950, -2.267, 1.096], [2.153, -3.709, -1.130], [1.959, -2.176, -3.115], [0.680, -0.087, -2.187], [0.901, -0.736, -1.654]], "forces_ev_per_angstrom": [[3.89, -1.62, -3.66], [-3.75, 1.80, 2.43], [5.37, 1.96, -3.04], [-0.94, -4.15, 0.83], [-1.18, -2.35, 0.45], [-2.08, -0.61, 1.81], [-0.01, 0.17, 1.27], [1.43, 0.96, -7.30], [0.31, -3.62, 2.08], [0.00, 3.88, -5.17], [-2.29, 3.83, 2.56], [0.14, -1.45, 0.35], [-2.80, -1.50, 1.27], [1.91, 3.18, -1.46], [1.83, 0.12, -1.57], [-0.52, -1.92, 6.25], [-0.97, 1.98, 1.71], [-1.21, 0.65, 3.14], [-2.44, 7.25, -6.33], [3.29, -8.58, 4.36]], "mulliken_charge": [-0.675, -0.479, -0.260, 0.944, -0.340, -0.242, 0.120, -1.008, -0.416, -0.192, 0.503, 0.321, 0.152, 0.150, 0.229, 0.735, 0.241, 0.257, -0.036, -0.002], "multiplicity": 1, "energy_ev": -12002.5545, "homo_ha": -0.2955, "homo_lumo_gap_ha": 0.32986, "de_lowest_kcal_mol": 84.1}

{"formula": "C10H9N2O2", "method": "ωB97M-V/def2-TZVPD", "symbols": ["O", "N", "O", "C", "C", "C", "C", "C", "C", "N", "C", "C", "C", "C", "H", "H", "H", "H", "H", "H", "H", "H", "H"], "coordinates": [[-1.611, -3.438, -0.033], [-0.615, -3.357, -0.628], [-0.873, -3.034, -1.986], [0.013, -1.969, -2.394], [-0.095, -0.854, -1.335], [-1.355, -0.164, -1.304], [-1.540, 0.811, -0.375], [-0.476, 1.139, 0.503], [-0.614, 2.153, 1.462], [0.376, 2.417, 2.291], [1.577, 1.766, 2.308], [1.800, 0.795, 1.396], [0.765, 0.452, 0.465], [0.934, -0.583, -0.483], [1.047, -2.347, -2.438], [-0.304, -1.582, -3.368], [-2.141, -0.458, -2.000], [-2.516, 1.298, -0.355], [-1.551, 2.708, 1.499], [0.244, 3.159, 2.973], [2.348, 2.009, 3.036], [2.736, 0.243, 1.317], [1.852, -1.166, -0.551]], "forces_ev_per_angstrom": [[0.25, -0.41, -0.23], [-0.03, 0.12, 0.56], [-0.49, 0.70, -0.84], [0.69, -0.06, 1.23], [-0.60, -0.43, -1.47], [0.81, -0.23, 0.39], [-0.52, -0.18, -0.54], [0.10, 0.38, 0.55], [-0.37, -0.57, -0.82], [0.04, 0.77, 0.89], [0.70, -0.53, -0.22], [-0.59, -0.42, -0.79], [0.42, -0.29, 0.05], [-0.15, 0.23, -0.04], [-0.31, 0.17, -0.15], [-0.08, -0.44, 0.21], [0.22, 0.10, 0.21], [0.42, 0.17, 0.32], [0.41, 0.11, 0.37], [-0.02, -0.13, -0.11], [-0.57, 0.38, -0.01], [-0.17, 0.30, 0.32], [-0.16, 0.25, 0.15]], "mulliken_charge": [-0.278, 0.243, -0.193, -0.744, 0.442, -0.579, -0.937, 0.840, -0.377, -0.009, -0.488, -0.675, 0.856, -0.572, 0.325, 0.387, 0.447, 0.381, 0.409, 0.289, 0.394, 0.448, 0.391], "multiplicity": 1, "energy_ev": -17581.9691, "homo_ha": -0.4829, "charge": 1, "homo_lumo_gap_ha": 0.31054, "de_lowest_kcal_mol": 4.4}

{"formula": "C10H9N2O3", "method": "ωB97M-V/def2-TZVPD", "symbols": ["C", "C", "C", "C", "C", "C", "C", "C", "C", "C", "N", "N", "O", "O", "O", "H", "H", "H", "H", "H", "H", "H", "H", "H"], "coordinates": [[-0.288, 2.884, 0.209], [0.889, 2.791, -0.608], [-0.937, 1.908, 0.743], [-1.268, -0.664, 0.161], [1.578, 1.677, -0.440], [-0.638, -1.755, -0.381], [-0.588, 0.587, 0.379], [0.742, 0.552, -0.013], [0.791, -1.743, -0.482], [1.401, -2.973, -1.026], [1.359, -0.568, -0.164], [3.442, 0.683, 0.268], [2.846, -0.474, 0.161], [3.444, 1.163, 1.596], [2.875, 1.525, -0.583], [-0.427, 4.045, 0.304], [1.333, 3.574, -1.200], [-1.922, 2.216, 1.138], [-2.226, -0.974, 0.546], [4.190, 0.830, 2.025], [-0.964, -2.682, -0.740], [2.320, -2.707, -1.505], [1.839, -3.722, -0.255], [0.724, -3.561, -1.686]], "forces_ev_per_angstrom": [[2.92, 6.57, -2.72], [0.15, 0.61, 0.23], [-4.80, -1.49, 1.18], [-0.35, -0.47, 1.15], [-2.96, -1.41, 2.39], [3.25, 2.06, 0.08], [0.19, -1.09, -0.69], [0.49, 2.59, -0.08], [-1.38, 0.42, 0.11], [1.89, -1.72, 1.38], [2.30, -3.42, 0.06], [2.32, -0.08, 1.56], [-1.06, -4.54, -1.06], [-3.95, 1.54, -1.66], [1.76, 1.89, -2.30], [-0.93, -2.50, 0.35], [-0.19, 0.61, 0.35], [0.62, -0.82, 0.33], [-0.72, 1.13, -0.11], [2.35, -1.12, 0.54], [-1.63, -0.94, 0.08], [0.44, 0.14, -0.92], [-1.15, 1.27, -0.73], [0.42, 0.78, 0.48]], "mulliken_charge": [-0.179, -0.730, -1.254, -0.649, 0.288, -0.701, 0.885, 0.745, 0.764, -1.344, 0.305, 0.308, -0.188, -0.399, -0.335, 0.280, 0.457, 0.368, 0.412, 0.359, 0.505, 0.377, 0.295, 0.431], "multiplicity": 1, "energy_ev": -19622.9798, "homo_ha": -0.4782, "charge": 1, "homo_lumo_gap_ha": 0.30422, "de_lowest_kcal_mol": 53.8}

{"formula": "C10H9N4O6SSeSn", "method": "ωB97M-V/def2-TZVPD", "symbols": ["Sn", "N", "C", "C", "C", "C", "C", "C", "S", "O", "O", "N", "C", "N", "C", "C", "C", "N", "H", "H", "H", "H", "H", "H", "H", "H", "H", "O", "Se", "O", "O", "O"], "coordinates": [[0.423, 0.557, 0.119], [1.688, -6.349, -4.847], [1.811, -5.258, -3.997], [1.255, -4.024, -4.342], [1.439, -2.921, -3.527], [2.174, -3.049, -2.363], [2.729, -4.268, -2.003], [2.550, -5.368, -2.814], [2.390, -1.672, -1.274], [2.150, -0.479, -2.073], [3.688, -1.780, -0.677], [1.241, -1.728, -0.127], [0.072, -2.425, -0.239], [-1.043, -1.683, -0.071], [-2.199, -2.307, 0.076], [-2.301, -3.686, 0.010], [-1.123, -4.360, -0.277], [0.049, -3.757, -0.403], [0.930, -6.317, -5.506], [1.834, -7.250, -4.427], [0.680, -3.941, -5.257], [1.023, -1.955, -3.783], [3.294, -4.325, -1.081], [2.973, -6.327, -2.537], [-3.067, -1.673, 0.223], [-3.237, -4.201, 0.167], [-1.108, -5.438, -0.409], [0.379, 2.022, 4.157], [0.078, 1.806, 2.612], [-1.122, 2.695, 2.042], [-0.250, 0.199, 2.203], [1.413, 2.017, 1.616]], "forces_ev_per_angstrom": [[-0.28, -0.05, 0.34], [0.10, 0.01, -0.05], [0.04, 0.13, 0.07], [0.00, -0.12, -0.03], [-0.07, 0.05, 0.04], [0.05, 0.07, 0.32], [-0.02, 0.05, -0.01], [-0.03, -0.03, -0.06], [-0.29, 0.15, -0.34], [-0.03, -0.21, 0.14], [0.16, -0.16, 0.30], [0.33, 0.43, -0.39], [-0.36, -0.26, 0.19], [0.26, 0.08, 0.07], [-0.01, -0.02, -0.06], [0.00, 0.03, 0.01], [0.07, 0.07, -0.07], [0.21, 0.02, 0.02], [-0.06, -0.05, 0.02], [-0.07, -0.06, -0.01], [0.02, 0.04, -0.01], [-0.01, -0.03, -0.02], [-0.01, -0.09, -0.02], [0.03, 0.01, -0.02], [0.01, -0.02, 0.09], [-0.01, 0.01, -0.07], [-0.05, 0.01, 0.03], [0.32, -0.15, 0.79], [0.29, 0.42, 0.58], [-0.71, 0.42, -0.49], [0.15, -0.26, -0.94], [-0.03, -0.49, -0.44]], "mulliken_charge": [0.904, -0.561, 1.148, -0.701, -0.245, -0.498, -0.410, -0.734, 1.607, -0.750, -0.752, -0.652, 0.571, -0.266, -0.238, -0.651, -0.135, -0.374, 0.217, 0.215, 0.261, 0.496, 0.404, 0.258, 0.418, 0.364, 0.408, -0.678, 1.300, -0.671, -0.590, -0.663], "multiplicity": 1, "energy_ev": -110774.6204, "homo_ha": -0.2137, "charge": -1, "homo_lumo_gap_ha": 0.29964, "de_lowest_kcal_mol": 15.2}

{"formula": "C10H9NO", "method": "ωB97M-V/def2-TZVPD", "symbols": ["C", "C", "C", "C", "C", "C", "C", "C", "C", "C", "N", "O", "H", "H", "H", "H", "H", "H", "H", "H", "H"], "coordinates": [[-2.338, 1.664, 0.379], [2.518, 0.643, 0.191], [1.786, 1.267, -0.862], [1.796, -0.035, 1.173], [0.417, 1.285, -1.010], [0.475, -0.158, 0.898], [-0.249, 0.612, -0.014], [-1.691, 0.553, 0.201], [-2.394, -0.792, 0.084], [-1.504, -1.988, -0.429], [-3.057, 2.614, 0.505], [-3.570, -0.870, 0.188], [3.601, 0.864, 0.213], [2.423, 1.903, -1.496], [2.299, -0.532, 1.907], [-0.098, 1.935, -1.654], [-0.117, -0.735, 1.476], [-0.543, -1.655, -0.927], [-1.969, -2.605, -1.094], [-1.256, -2.622, 0.430], [-3.319, 3.230, 1.233]], "forces_ev_per_angstrom": [[-1.82, 0.93, 1.05], [-0.61, 1.52, -1.04], [2.77, 0.68, 0.08], [0.61, 0.85, -3.44], [0.56, -0.21, 1.87], [0.05, 1.74, -0.34], [0.56, -0.96, 0.20], [0.44, -1.84, -0.92], [2.22, 0.55, -1.59], [2.04, 2.24, 1.83], [0.43, -0.16, -1.66], [-1.92, -0.57, 0.57], [-0.76, -0.46, 0.19], [-0.51, -0.42, -0.09], [0.94, -1.31, 2.14], [-0.43, 0.57, -1.11], [-1.65, -1.81, 2.25], [-1.16, -0.28, 0.81], [-1.92, -1.33, -1.76], [0.17, 0.19, -0.03], [-0.02, 0.09, 0.98]], "mulliken_charge": [0.500, -0.280, -0.357, -1.002, -0.624, -0.185, 0.422, -0.248, 0.561, -1.231, -0.472, -0.556, 0.328, 0.286, 0.501, 0.481, 0.520, 0.311, 0.474, 0.296, 0.275], "multiplicity": 1, "energy_ev": -14051.0464, "homo_ha": -0.3081, "homo_lumo_gap_ha": 0.33576, "de_lowest_kcal_mol": 61.2}

{"formula": "C10H9NO", "method": "ωB97M-V/def2-TZVPD", "symbols": ["C", "C", "C", "C", "C", "C", "C", "C", "C", "C", "H", "H", "H", "H", "H", "H", "H", "H", "H", "N", "O"], "coordinates": [[-2.815, -1.536, -0.197], [-1.672, -0.547, -0.126], [0.638, -0.628, -0.048], [1.717, -1.282, 0.388], [3.016, -0.676, 0.402], [3.135, 0.630, -0.073], [1.982, 1.420, -0.352], [0.704, 0.816, -0.235], [-0.450, 1.574, -0.018], [-1.638, 0.904, 0.044], [-2.629, -2.310, -0.895], [-3.882, -1.110, -0.345], [-2.638, -2.094, 0.834], [1.738, -2.392, 0.445], [3.889, -1.101, 0.739], [4.053, 0.979, -0.422], [2.065, 2.420, -0.671], [-0.390, 2.673, 0.025], [-3.569, 1.756, 0.232], [-0.608, -1.246, -0.247], [-2.647, 1.747, 0.519]], "forces_ev_per_angstrom": [[-2.04, 0.92, 2.99], [-0.93, 0.12, -1.02], [-3.16, 2.71, -1.14], [4.49, -2.48, -0.18], [-3.50, 1.59, -0.85], [-2.80, 0.38, -0.64], [0.50, -2.87, 0.65], [2.10, -0.73, 1.00], [-0.83, -0.29, -1.26], [-0.74, 0.96, 0.71], [0.30, -0.33, -0.98], [1.73, -0.74, 0.56], [-1.27, 1.10, -1.86], [-0.51, 0.88, 0.43], [1.58, -1.63, 0.55], [1.62, 0.76, 0.21], [0.13, 1.11, -0.18], [-0.25, -0.72, 0.11], [0.50, -0.93, -0.50], [3.24, 0.35, 1.09], [-0.14, -0.17, 0.32]], "mulliken_charge": [-1.137, 0.493, 0.068, -0.428, -0.516, -0.475, -0.750, 0.774, -0.522, 0.358, 0.355, 0.284, 0.259, 0.321, 0.478, 0.408, 0.413, 0.379, 0.317, -0.527, -0.551], "multiplicity": 1, "energy_ev": -14051.7368, "homo_ha": -0.3002, "homo_lumo_gap_ha": 0.30730, "de_lowest_kcal_mol": 45.2}

{"formula": "C11Cl5O6Rh", "method": "ωB97M-V/def2-TZVPD", "symbols": ["Rh", "Cl", "C", "C", "Cl", "C", "Cl", "C", "O", "C", "Cl", "C", "Cl", "O", "C", "C", "O", "C", "C", "O", "C", "O", "O"], "coordinates": [[0.122, -0.025, -0.110], [5.321, 4.714, 0.099], [3.810, 3.899, 0.044], [3.766, 2.514, 0.035], [5.201, 1.572, 0.079], [2.530, 1.885, -0.009], [2.436, 0.129, -0.018], [1.311, 2.557, -0.046], [0.152, 1.951, -0.088], [1.384, 3.967, -0.035], [-0.097, 4.831, -0.078], [2.606, 4.618, 0.009], [2.652, 6.334, 0.021], [-4.370, -4.196, 0.095], [-3.567, -3.361, 0.059], [-1.814, -3.712, -0.020], [-1.465, -4.851, -0.034], [-1.296, -2.409, -0.043], [-2.322, -1.333, 0.002], [-1.921, -0.134, -0.015], [-3.663, -1.783, 0.063], [-4.754, -1.239, 0.113], [-0.062, -2.076, -0.096]], "forces_ev_per_angstrom": [[-0.30, 0.08, 0.22], [0.01, 0.01, 0.00], [0.00, -0.02, 0.00], [-0.02, 0.03, 0.00], [0.01, -0.01, 0.00], [-0.01, -0.03, -0.01], [0.20, 0.04, -0.08], [0.05, 0.08, 0.00], [0.00, -0.14, -0.01], [0.00, -0.03, 0.00], [-0.01, 0.01, 0.00], [0.01, 0.00, 0.00], [0.00, 0.00, 0.00], [0.00, 0.01, 0.00], [0.03, 0.03, 0.00], [-0.02, 0.00, 0.00], [0.00, 0.00, 0.00], [0.06, -0.03, -0.01], [-0.07, 0.03, 0.01], [0.12, -0.01, -0.12], [0.00, -0.05, 0.02], [0.00, 0.01, 0.00], [-0.03, 0.00, -0.01]], "lowdin_spin": [0.960, 0.000, 0.001, 0.000, 0.000, 0.003, 0.012, 0.004, 0.019, 0.001, 0.000, 0.000, 0.000, 0.244, 0.193, 0.315, 0.459, 0.279, 0.193, 0.235, 0.270, 0.493, 0.320], "multiplicity": 5, "energy_ev": -89307.1986, "homo_ha": [-0.2941, -0.3244], "homo_lumo_gap_ha": [0.25228, 0.20048]}

{"formula": "C11H10", "method": "ωB97M-V/def2-TZVPD", "symbols": ["C", "C", "C", "C", "C", "C", "C", "C", "C", "C", "C", "H", "H", "H", "H", "H", "H", "H", "H", "H", "H"], "coordinates": [[0.640, 1.651, -0.598], [0.862, 0.361, -0.247], [2.096, -2.951, 0.939], [-0.692, 2.245, -0.606], [2.388, -1.487, 1.257], [2.311, -1.946, -0.127], [-1.409, -0.077, 0.063], [1.423, -0.796, 0.338], [-0.092, -0.698, 0.181], [-1.848, 1.471, -0.431], [-3.256, 1.819, -0.539], [1.327, 2.269, -1.020], [2.853, -3.750, 1.234], [1.180, -3.363, 1.227], [-0.736, 3.227, -0.968], [3.061, -1.193, 2.054], [2.882, -2.006, -1.108], [-2.263, -0.642, 0.168], [-3.893, 1.031, -0.110], [-3.410, 1.970, -1.583], [-3.423, 2.866, -0.125]], "forces_ev_per_angstrom": [[-2.84, -0.96, 0.72], [-0.67, -0.22, 0.87], [1.09, -0.12, 0.71], [-0.75, -3.19, -0.27], [0.14, 0.32, 1.20], [0.69, -0.13, -2.62], [2.15, 2.14, -1.01], [0.09, -3.26, -0.16], [-2.74, 5.32, -1.09], [5.89, -4.10, 2.23], [-0.24, 1.44, 0.70], [2.48, 1.56, -0.58], [-0.27, 1.69, -0.80], [-1.92, -0.12, -0.14], [-0.21, 1.46, -0.28], [0.24, 0.45, -0.58], [-0.43, 0.28, 1.73], [-1.82, -1.44, 0.56], [0.00, 0.62, -0.21], [-0.78, -0.26, -0.96], [-0.09, -1.45, 0.00]], "mulliken_charge": [-0.901, 0.121, -0.694, -0.398, -0.598, -0.539, -0.899, 1.336, -0.118, 0.501, -1.062, 0.451, 0.237, 0.211, 0.405, 0.399, 0.341, 0.291, 0.321, 0.301, 0.295], "multiplicity": 1, "energy_ev": -11561.0259, "homo_ha": -0.3014, "homo_lumo_gap_ha": 0.33615, "de_lowest_kcal_mol": 194.6}

Repeat the third record exactly.
{"formula": "C10H9N2O3", "method": "ωB97M-V/def2-TZVPD", "symbols": ["C", "C", "C", "C", "C", "C", "C", "C", "C", "C", "N", "N", "O", "O", "O", "H", "H", "H", "H", "H", "H", "H", "H", "H"], "coordinates": [[-0.288, 2.884, 0.209], [0.889, 2.791, -0.608], [-0.937, 1.908, 0.743], [-1.268, -0.664, 0.161], [1.578, 1.677, -0.440], [-0.638, -1.755, -0.381], [-0.588, 0.587, 0.379], [0.742, 0.552, -0.013], [0.791, -1.743, -0.482], [1.401, -2.973, -1.026], [1.359, -0.568, -0.164], [3.442, 0.683, 0.268], [2.846, -0.474, 0.161], [3.444, 1.163, 1.596], [2.875, 1.525, -0.583], [-0.427, 4.045, 0.304], [1.333, 3.574, -1.200], [-1.922, 2.216, 1.138], [-2.226, -0.974, 0.546], [4.190, 0.830, 2.025], [-0.964, -2.682, -0.740], [2.320, -2.707, -1.505], [1.839, -3.722, -0.255], [0.724, -3.561, -1.686]], "forces_ev_per_angstrom": [[2.92, 6.57, -2.72], [0.15, 0.61, 0.23], [-4.80, -1.49, 1.18], [-0.35, -0.47, 1.15], [-2.96, -1.41, 2.39], [3.25, 2.06, 0.08], [0.19, -1.09, -0.69], [0.49, 2.59, -0.08], [-1.38, 0.42, 0.11], [1.89, -1.72, 1.38], [2.30, -3.42, 0.06], [2.32, -0.08, 1.56], [-1.06, -4.54, -1.06], [-3.95, 1.54, -1.66], [1.76, 1.89, -2.30], [-0.93, -2.50, 0.35], [-0.19, 0.61, 0.35], [0.62, -0.82, 0.33], [-0.72, 1.13, -0.11], [2.35, -1.12, 0.54], [-1.63, -0.94, 0.08], [0.44, 0.14, -0.92], [-1.15, 1.27, -0.73], [0.42, 0.78, 0.48]], "mulliken_charge": [-0.179, -0.730, -1.254, -0.649, 0.288, -0.701, 0.885, 0.745, 0.764, -1.344, 0.305, 0.308, -0.188, -0.399, -0.335, 0.280, 0.457, 0.368, 0.412, 0.359, 0.505, 0.377, 0.295, 0.431], "multiplicity": 1, "energy_ev": -19622.9798, "homo_ha": -0.4782, "charge": 1, "homo_lumo_gap_ha": 0.30422, "de_lowest_kcal_mol": 53.8}

> Number 8 is which compound?

C11H10

> Which value of multiplicity does entry 2 give?

1